DFT (ωB97M-V/def2-TZVPD) results for a 2-piece molecular cluster, C5H14NO overall in a non-equilibrium geometry.

Values from the calculation:
Total energy = -8942.2215 eV
Net charge = +1
HOMO-LUMO gap = 10.84 eV
Energy relative to the best compared isomer or geometry (same formula, charge and spin) = 1.787 eV
LUMO level = -4.232 eV

Geometry (Å):
C: -1.66 1.45 1.35
C: 0.39 2.55 0.98
N: -0.23 1.48 1.14
H: -1.74 0.58 2.02
H: -2.26 1.32 0.43
H: -2.06 2.43 1.73
H: -0.16 3.51 1.00
H: 1.48 2.57 0.81
H: 0.25 0.49 0.97
C: 1.44 -1.93 -1.42
C: 0.36 -1.55 -0.44
C: -0.69 -0.69 -1.15
O: 0.96 -0.78 0.69
H: 2.30 -2.41 -0.88
H: 1.82 -1.11 -2.04
H: 1.07 -2.70 -2.08
H: -0.17 -2.40 0.04
H: -0.92 -1.32 -2.08
H: -0.37 0.27 -1.47
H: -1.60 -0.52 -0.57
H: 1.77 -1.24 0.98

=====

DFT (ωB97M-V/def2-TZVPD) results for a single C10H15FO2 molecule in a non-equilibrium geometry.

Values from the calculation:
Total energy = -17417.8210 eV
Net charge = 0
Multiplicity = 3
HOMO-LUMO gap (spin up / spin down) = 6.81 / 7.97 eV
LUMO level (spin up / spin down) = 0.522 / -1.303 eV

Geometry (Å):
C: 2.56 0.14 0.14
C: 1.24 0.67 0.16
C: -0.33 1.14 0.06
C: 3.83 -0.25 0.17
C: -0.54 2.60 -0.13
C: 4.89 0.50 -0.57
C: -1.37 -1.56 -0.95
C: -3.14 -1.61 0.72
C: -1.44 0.32 0.79
C: -2.28 -0.65 -0.09
O: 4.35 -1.39 0.61
O: -2.43 1.14 1.39
F: -3.06 0.07 -0.95
H: -0.85 3.25 0.62
H: 0.34 3.01 -0.59
H: -1.28 2.59 -0.92
H: 5.68 0.85 0.22
H: 4.71 1.39 -1.16
H: 5.44 -0.21 -1.27
H: -1.88 -2.28 -1.60
H: -0.72 -2.27 -0.34
H: -0.76 -0.95 -1.68
H: -2.60 -2.24 1.38
H: -3.70 -1.12 1.51
H: -3.88 -2.04 0.17
H: -0.89 -0.45 1.32
H: 3.67 -2.05 0.82
H: -2.45 1.86 0.76

=====

DFT (ωB97M-V/def2-TZVPD) results for a 12-piece molecular cluster, C32H92N4O20 overall in a non-equilibrium geometry.

Values from the calculation:
Total energy = -81580.6864 eV
Net charge = 0
SMILES = COC[C@H](C)N.COC[C@H](C)N.COC[C@H](C)N.COC[C@H](C)N.OCCO.OCCO.OCCO.OCCO.OCCO.OCCO.OCCO.OCCO
HOMO-LUMO gap = 9.66 eV
Energy relative to the best compared isomer or geometry (same formula, charge and spin) = 0.735 eV
LUMO level = 0.466 eV

Geometry (Å):
C: 6.62 -0.57 -5.68
O: 6.34 -0.25 -4.36
C: 5.22 -0.88 -3.73
C: 5.09 -0.52 -2.28
C: 3.77 -1.22 -1.74
N: 4.97 0.93 -2.12
H: 7.50 0.04 -5.89
H: 5.79 -0.28 -6.32
H: 6.90 -1.64 -5.80
H: 4.36 -0.47 -4.32
H: 5.24 -1.94 -3.92
H: 5.98 -0.91 -1.69
H: 3.53 -1.01 -0.71
H: 3.91 -2.32 -1.89
H: 3.03 -0.84 -2.45
H: 4.21 1.21 -2.71
H: 5.80 1.36 -2.49
C: -4.13 -0.84 2.33
O: -4.74 0.40 2.37
C: -5.00 0.94 1.12
C: -5.58 2.32 1.34
C: -5.76 3.13 0.03
N: -4.64 3.16 2.15
H: -3.13 -0.89 1.92
H: -4.74 -1.61 1.87
H: -4.05 -1.11 3.36
H: -4.12 1.00 0.49
H: -5.77 0.39 0.53
H: -6.54 2.20 1.82
H: -4.85 3.36 -0.50
H: -6.33 4.05 0.30
H: -6.30 2.56 -0.72
H: -4.57 2.88 3.10
H: -4.91 4.13 2.16
C: -0.35 -1.22 4.98
O: -1.40 -0.44 5.54
C: -0.85 0.75 6.04
C: -2.00 1.65 6.52
C: -3.07 1.77 5.32
N: -1.55 3.03 6.88
H: -0.76 -2.23 4.82
H: 0.47 -1.32 5.66
H: 0.00 -0.72 4.06
H: -0.05 0.65 6.78
H: -0.34 1.34 5.25
H: -2.49 1.13 7.38
H: -2.69 2.18 4.32
H: -3.92 2.38 5.63
H: -3.50 0.76 5.14
H: -0.99 2.96 7.73
H: -1.03 3.45 6.09
C: 1.86 -6.40 3.34
O: 1.10 -5.50 2.57
C: 1.68 -5.33 1.28
C: 0.80 -4.30 0.57
C: -0.44 -5.01 -0.06
N: 1.58 -3.79 -0.49
H: 1.62 -6.38 4.39
H: 2.90 -6.19 3.29
H: 1.77 -7.40 2.82
H: 2.74 -4.92 1.29
H: 1.74 -6.25 0.71
H: 0.48 -3.57 1.36
H: -1.09 -5.34 0.67
H: -0.13 -5.94 -0.58
H: -0.97 -4.36 -0.80
H: 1.15 -3.06 -1.03
H: 2.34 -3.27 -0.08
O: 4.81 0.91 0.58
C: 4.79 2.22 1.09
C: 3.40 2.82 0.87
O: 3.33 3.30 -0.44
H: 4.94 0.96 -0.41
H: 5.02 2.21 2.12
H: 5.55 2.80 0.61
H: 3.26 3.71 1.49
H: 2.69 1.99 1.11
H: 3.55 2.51 -0.92
O: 0.44 2.85 3.28
C: 0.01 4.08 2.69
C: -1.50 4.24 2.48
O: -1.86 3.32 1.47
H: 0.30 2.13 2.61
H: 0.26 4.84 3.37
H: 0.43 4.21 1.71
H: -1.72 5.27 2.14
H: -2.12 4.04 3.36
H: -2.82 3.14 1.55
O: 2.74 -3.08 3.49
C: 2.40 -1.91 2.71
C: 3.13 -0.79 3.38
O: 4.47 -0.66 3.00
H: 2.01 -3.73 3.49
H: 2.61 -2.03 1.64
H: 1.30 -1.73 2.83
H: 3.01 -0.95 4.46
H: 2.65 0.19 3.13
H: 4.68 -0.20 2.20
O: -4.18 1.95 -3.82
C: -4.37 0.60 -3.36
C: -4.25 -0.38 -4.51
O: -3.19 0.16 -5.34
H: -3.51 2.39 -3.29
H: -3.58 0.40 -2.62
H: -5.36 0.56 -2.87
H: -5.17 -0.55 -5.12
H: -3.90 -1.36 -4.07
H: -3.43 1.09 -5.35
O: -1.91 3.10 -2.41
C: -1.30 4.32 -2.04
C: -0.21 4.19 -1.02
O: 0.91 3.65 -1.75
H: -1.39 2.62 -3.04
H: -0.80 4.80 -2.89
H: -2.14 4.86 -1.62
H: -0.53 3.59 -0.14
H: 0.10 5.14 -0.64
H: 1.72 3.73 -1.21
O: -0.42 0.65 1.49
C: -0.14 0.45 0.07
C: -0.89 -0.75 -0.48
O: -0.30 -1.31 -1.67
H: -1.07 1.28 1.67
H: -0.39 1.31 -0.48
H: 0.90 0.29 -0.15
H: -1.90 -0.46 -0.77
H: -0.82 -1.53 0.27
H: -0.50 -0.72 -2.45
O: -0.16 -4.88 -5.33
C: -1.50 -4.87 -4.99
C: -1.61 -4.50 -3.56
O: -0.99 -3.22 -3.53
H: 0.30 -4.68 -4.47
H: -2.03 -4.11 -5.58
H: -1.96 -5.80 -5.23
H: -1.08 -5.22 -2.98
H: -2.68 -4.45 -3.27
H: -1.05 -2.71 -2.68
O: 1.95 1.42 -3.36
C: 1.27 1.20 -4.60
C: 0.16 0.12 -4.51
O: -0.95 0.57 -3.62
H: 1.43 2.08 -2.77
H: 0.93 2.08 -5.12
H: 2.03 0.80 -5.30
H: 0.60 -0.80 -4.10
H: -0.32 -0.07 -5.44
H: -1.81 0.44 -4.08

=====

DFT (ωB97M-V/def2-TZVPD) results for a 2-piece molecular cluster, C27H45F4IN2O10P overall in a non-equilibrium geometry.

Values from the calculation:
Total energy = -80440.6893 eV
Net charge = -1
HOMO-LUMO gap = 5.59 eV
Energy relative to the best compared isomer or geometry (same formula, charge and spin) = 3.635 eV
LUMO level = 1.302 eV

Geometry (Å):
C: 4.91 -2.89 0.03
C: 3.81 -3.42 -1.01
O: 3.45 -4.75 -0.59
C: 2.05 -4.88 -0.32
C: 1.66 -4.63 1.18
O: 1.44 -3.25 1.50
C: 0.04 -2.97 1.71
C: -0.18 -1.48 1.21
O: -0.02 -0.59 2.32
C: -0.19 0.78 1.89
N: 0.99 1.13 1.11
O: 2.19 0.92 1.70
C: 2.34 1.55 3.00
C: 2.35 0.53 4.21
C: 0.90 2.22 0.19
I: -0.44 3.82 1.01
C: 0.23 1.86 -1.23
O: -0.65 0.74 -1.15
C: -1.07 0.25 -2.41
C: -1.48 1.35 -3.47
C: -0.36 1.79 -4.49
C: -0.63 1.21 -5.97
N: 0.61 0.70 -6.61
C: -2.41 -0.59 -2.10
C: -3.54 0.28 -1.48
C: -4.44 1.16 -2.22
C: -5.48 1.98 -1.62
C: -5.69 1.91 -0.18
C: -4.84 0.99 0.61
C: -5.15 0.93 2.15
C: -3.77 0.21 -0.02
P: 0.13 -1.04 -3.14
O: 1.54 -0.58 -3.19
O: 0.08 -2.37 -2.11
O: -0.43 -1.61 -4.62
C: 2.25 2.96 -0.14
F: 2.76 3.68 0.92
F: 1.91 3.95 -1.10
C: 3.37 2.09 -0.83
F: 4.57 2.13 -0.10
F: 3.06 0.76 -0.99
H: 4.82 -1.79 0.19
H: 4.72 -3.46 0.98
H: 5.93 -3.20 -0.34
H: 2.97 -2.68 -0.96
H: 4.28 -3.42 -2.03
H: 1.49 -4.21 -1.02
H: 1.73 -5.94 -0.57
H: 2.50 -4.98 1.85
H: 0.76 -5.27 1.42
H: -0.57 -3.62 1.03
H: -0.27 -3.06 2.78
H: -1.23 -1.32 0.82
H: 0.60 -1.31 0.41
H: -0.39 1.36 2.82
H: -1.15 0.78 1.29
H: 3.36 2.03 3.01
H: 1.63 2.41 3.18
H: 3.16 0.87 4.92
H: 1.39 0.56 4.81
H: 2.65 -0.50 3.87
H: -0.27 2.82 -1.55
H: 0.99 1.64 -2.02
H: -2.31 0.89 -4.09
H: -1.97 2.21 -2.93
H: 0.69 1.61 -4.15
H: -0.45 2.91 -4.61
H: -0.97 2.07 -6.62
H: -1.46 0.46 -5.99
H: 1.25 1.51 -6.58
H: 1.06 0.01 -5.99
H: -2.75 -1.16 -3.01
H: -2.13 -1.36 -1.33
H: -4.30 1.22 -3.33
H: -6.09 2.64 -2.28
H: -6.49 2.53 0.28
H: -4.54 1.64 2.76
H: -5.14 -0.12 2.55
H: -6.22 1.27 2.27
H: -3.17 -0.45 0.66
H: -0.79 -2.78 -2.29
H: -1.40 -1.68 -4.57
H: 3.62 2.51 -1.84
C: -0.57 1.53 8.01
C: 0.31 1.12 6.82
O: 1.37 0.54 7.12
O: -0.16 1.43 5.69
H: -0.12 1.25 8.96
H: -0.72 2.62 8.01
H: -1.55 1.05 7.93